[1]
13 unconnected molecules or ions with the total composition C72H183N13O23 at a distorted geometry. Source: the Open Molecules 2025 dataset; level of theory: wB97M-V/def2-TZVPD.

Output
HOMO energy: -0.3024 hartree
F_max: 0.0843 Eh/bohr
2S+1: 1
LUMO: 0.3 eV
relative energy (zero: lowest compared OMol25 entry of this formula, charge and spin): 9.0049 eV

Cartesian coordinates (Å):
C -6.87 -0.51 -2.53
O -8.19 -0.96 -2.79
C -9.23 -0.29 -2.07
C -10.69 -0.87 -2.50
N -10.66 -2.32 -2.59
C -11.98 -2.92 -2.89
C -11.85 -3.80 -4.19
O -11.87 -3.09 -5.36
C -11.69 -3.95 -6.51
H -6.84 0.28 -1.78
H -6.56 0.03 -3.42
H -6.08 -1.24 -2.35
H -9.34 0.78 -2.27
H -9.04 -0.29 -0.99
H -11.16 -0.35 -3.34
H -11.22 -0.52 -1.62
H -10.01 -2.65 -3.30
H -12.78 -2.21 -3.06
H -12.38 -3.52 -2.08
H -12.59 -4.60 -4.25
H -10.92 -4.35 -4.08
H -11.44 -3.25 -7.30
H -12.52 -4.63 -6.72
H -10.85 -4.64 -6.49
C -2.41 -1.30 -5.97
O -1.15 -1.27 -5.29
C -0.54 -2.54 -5.07
C 0.12 -3.00 -6.43
N 0.88 -1.99 -7.08
C 1.99 -1.49 -6.23
C 3.01 -2.59 -5.66
O 3.62 -1.77 -4.62
C 4.92 -2.23 -4.20
H -3.08 -0.53 -5.58
H -2.92 -2.19 -5.59
H -2.53 -1.45 -7.04
H -1.30 -3.32 -4.96
H 0.17 -2.57 -4.25
H -0.67 -3.39 -7.07
H 0.84 -3.77 -6.15
H 0.23 -1.25 -7.28
H 1.66 -0.80 -5.45
H 2.52 -0.65 -6.68
H 3.81 -2.70 -6.40
H 2.56 -3.51 -5.30
H 4.95 -3.27 -3.88
H 5.28 -1.66 -3.35
H 5.62 -2.17 -5.03
C -4.77 3.42 -2.20
O -4.40 3.69 -0.84
C -4.56 5.09 -0.59
C -3.98 5.47 0.78
N -2.58 5.54 0.86
C -2.14 6.84 0.46
C -2.11 7.89 1.63
O -3.44 8.13 2.03
C -3.75 9.11 2.93
H -3.96 3.79 -2.83
H -5.72 3.88 -2.47
H -4.67 2.34 -2.28
H -5.56 5.51 -0.73
H -3.87 5.48 -1.34
H -4.25 4.70 1.50
H -4.44 6.30 1.32
H -2.53 5.44 1.86
H -2.73 7.36 -0.29
H -1.14 6.71 0.05
H -1.80 8.88 1.29
H -1.47 7.68 2.48
H -4.66 9.69 2.74
H -2.83 9.70 2.91
H -3.81 8.88 3.99
C -7.27 1.50 3.09
O -6.50 0.27 2.90
C -6.87 -0.52 1.83
C -5.70 -1.52 1.70
N -6.02 -2.65 2.65
C -5.18 -3.81 2.73
C -3.78 -3.54 3.37
O -2.92 -4.77 3.11
C -1.58 -4.66 3.47
H -8.33 1.26 3.16
H -7.14 2.28 2.34
H -6.87 2.04 3.95
H -7.04 0.01 0.89
H -7.85 -0.88 2.16
H -4.78 -1.06 2.05
H -5.58 -1.76 0.64
H -5.83 -2.31 3.58
H -5.05 -4.12 1.69
H -5.75 -4.52 3.33
H -3.76 -3.22 4.41
H -3.49 -2.62 2.86
H -0.97 -5.56 3.40
H -1.50 -4.28 4.49
H -1.17 -3.85 2.86
C -0.58 3.79 -11.12
O -0.61 4.71 -9.94
C -1.35 4.14 -8.89
C -1.39 5.18 -7.73
N -0.95 4.50 -6.49
C -1.77 3.41 -5.93
C -1.26 3.08 -4.48
O -1.51 4.17 -3.70
C -1.11 4.19 -2.29
H -0.21 2.81 -10.82
H 0.20 4.26 -11.72
H -1.55 3.89 -11.62
H -0.82 3.23 -8.60
H -2.31 3.97 -9.38
H -2.40 5.61 -7.67
H -0.84 6.12 -7.75
H -0.73 5.18 -5.77
H -1.72 2.50 -6.52
H -2.81 3.76 -5.86
H -0.22 2.80 -4.34
H -1.89 2.27 -4.10
H -1.16 5.20 -1.90
H -0.05 3.96 -2.26
H -1.71 3.40 -1.82
C 2.08 1.08 -3.25
O 2.93 2.09 -3.05
C 4.27 1.80 -3.55
C 4.99 3.13 -3.65
N 6.42 3.03 -3.99
C 6.89 2.14 -5.04
C 6.12 2.24 -6.35
O 6.24 1.17 -7.28
C 5.49 0.00 -6.80
H 1.19 1.40 -2.71
H 2.38 0.09 -2.90
H 1.89 0.99 -4.32
H 4.22 1.31 -4.52
H 4.87 1.16 -2.91
H 4.87 3.65 -2.70
H 4.40 3.69 -4.37
H 6.91 3.90 -4.12
H 6.84 1.14 -4.62
H 7.97 2.30 -5.17
H 6.33 3.25 -6.72
H 5.05 2.45 -6.21
H 5.95 -0.88 -7.25
H 4.42 -0.07 -7.01
H 5.49 -0.10 -5.71
C 2.01 2.74 2.54
O 1.80 4.17 2.47
C 2.58 4.91 3.37
C 1.80 6.21 3.77
N 1.86 6.57 5.13
C 1.07 7.79 5.25
C 1.15 8.35 6.67
O 1.50 9.79 6.58
C 1.53 10.44 7.90
H 3.08 2.55 2.48
H 1.70 2.21 1.63
H 1.38 2.40 3.37
H 3.55 5.17 2.94
H 2.85 4.32 4.25
H 0.76 6.18 3.45
H 2.30 7.06 3.29
H 2.73 6.65 5.63
H 0.01 7.56 5.07
H 1.28 8.59 4.54
H 1.96 7.85 7.20
H 0.14 8.30 7.08
H 1.90 9.70 8.60
H 0.51 10.49 8.28
H 2.19 11.27 8.12
C 4.58 -7.60 -2.11
O 3.87 -6.49 -2.56
C 2.52 -6.58 -2.09
C 1.76 -5.38 -2.73
N 0.36 -5.33 -2.36
C -0.03 -5.27 -0.95
C -1.46 -4.84 -0.70
O -2.50 -5.73 -1.14
C -2.58 -6.94 -0.42
H 4.02 -8.51 -2.30
H 4.89 -7.73 -1.07
H 5.44 -7.74 -2.76
H 2.52 -6.48 -1.00
H 2.08 -7.53 -2.38
H 1.86 -5.42 -3.82
H 2.27 -4.47 -2.41
H -0.30 -4.98 -3.03
H 0.59 -4.71 -0.24
H 0.10 -6.19 -0.38
H -1.46 -3.83 -1.12
H -1.60 -4.78 0.38
H -3.01 -6.63 0.54
H -1.63 -7.45 -0.33
H -3.32 -7.56 -0.93
C 4.17 -0.71 2.03
O 3.36 -1.81 2.34
C 2.05 -1.49 2.83
C 1.01 -0.95 1.86
N 0.79 -1.85 0.83
C 0.33 -1.12 -0.43
C -1.20 -0.83 -0.36
O -1.52 -0.42 -1.69
C -2.90 -0.11 -1.82
H 3.70 0.23 1.76
H 4.96 -1.02 1.35
H 4.63 -0.42 2.98
H 2.10 -0.70 3.57
H 1.58 -2.25 3.44
H 1.23 0.04 1.47
H 0.14 -0.82 2.51
H 1.67 -2.15 0.43
H 0.37 -1.86 -1.23
H 0.99 -0.32 -0.75
H -1.49 -0.11 0.41
H -1.73 -1.75 -0.11
H -3.07 -0.29 -2.88
H -3.16 0.95 -1.74
H -3.72 -0.64 -1.34
C 8.36 0.71 2.57
O 8.74 -0.44 1.81
C 9.10 -0.15 0.42
C 7.78 -0.09 -0.33
N 7.71 -0.66 -1.65
C 7.75 -2.16 -1.70
C 7.03 -3.08 -0.58
O 5.58 -3.03 -0.84
C 4.88 -3.92 -0.05
H 8.81 0.54 3.55
H 7.30 0.58 2.77
H 8.70 1.65 2.12
H 9.68 -0.98 0.00
H 9.81 0.68 0.43
H 7.59 0.98 -0.42
H 6.95 -0.44 0.27
H 6.90 -0.22 -2.06
H 8.81 -2.41 -1.59
H 7.56 -2.52 -2.71
H 7.39 -2.84 0.42
H 7.27 -4.14 -0.66
H 5.46 -4.27 0.81
H 4.62 -4.81 -0.63
H 4.00 -3.39 0.31
C -2.94 0.34 3.56
C -2.95 1.85 3.12
C -2.76 2.87 4.26
O -2.89 4.17 3.71
C -2.87 5.11 4.77
N -2.09 2.10 2.04
H -2.15 0.10 4.28
H -2.92 -0.28 2.66
H -3.86 0.01 4.04
H -3.98 1.88 2.79
H -1.71 2.94 4.55
H -3.37 2.55 5.10
H -1.86 5.20 5.18
H -3.56 4.78 5.55
H -3.23 6.07 4.39
H -2.22 2.97 1.54
H -1.18 2.28 2.44
C 2.13 -8.07 7.38
C 3.04 -8.38 6.23
C 3.66 -7.06 5.65
O 2.63 -6.41 5.03
C 2.90 -5.24 4.26
N 4.05 -9.24 6.77
H 1.39 -8.84 7.56
H 1.44 -7.28 7.09
H 2.59 -7.81 8.34
H 2.53 -8.88 5.41
H 4.50 -7.34 5.01
H 4.02 -6.48 6.50
H 3.57 -5.45 3.42
H 3.40 -4.48 4.86
H 2.00 -4.79 3.84
H 4.33 -8.93 7.69
H 3.59 -10.11 6.99
C 4.04 -1.79 6.68
C 3.91 -1.23 8.02
C 5.04 -1.89 8.91
O 4.80 -1.70 10.28
C 5.31 -0.43 10.85
N 4.13 0.22 7.98
H 3.37 -1.35 5.93
H 3.73 -2.83 6.66
H 5.04 -1.76 6.26
H 2.96 -1.51 8.46
H 5.95 -1.42 8.54
H 5.16 -2.97 8.83
H 4.77 0.46 10.54
H 6.30 -0.23 10.44
H 5.39 -0.41 11.94
H 4.60 0.61 8.78
H 3.50 0.79 7.43


[2]
C2H3I3Si in the gas phase at a distorted geometry. Source: the Open Molecules 2025 dataset; level of theory: wB97M-V/def2-TZVPD.

Output
HOMO energy: -0.3518 hartree
F_max: 0.0609 Eh/bohr
2S+1: 1
LUMO: -0.5 eV
SMILES: C=C[Si](I)(I)I
relative energy (zero: lowest compared OMol25 entry of this formula, charge and spin): 0.2131 eV

Cartesian coordinates (Å):
C 1.54 -0.48 -0.27
C 0.76 0.36 0.42
Si -1.19 0.24 0.10
I -2.47 0.68 2.16
I -1.69 2.02 -1.61
I -1.92 -1.90 -0.77
H 2.64 -0.81 0.01
H 1.25 -1.03 -1.28
H 1.09 0.93 1.25


[3]
A molecular structure, C18H17IrN2O2Te at a distorted geometry. Source: the Open Molecules 2025 dataset; level of theory: wB97M-V/def2-TZVPD.

Output
HOMO energy (alpha / beta): -0.2568 / -0.2656 hartree
F_max: 0.0251 Eh/bohr
2S+1: 5
LUMO (alpha / beta): 0.3 / -2.4 eV
relative energy (zero: lowest compared OMol25 entry of this formula, charge and spin): 0.0578 eV

Cartesian coordinates (Å):
Ir 0.49 -0.41 -0.24
O 2.06 -1.64 -3.98
C 1.45 -1.26 -3.00
O 1.84 -1.27 -1.78
C 0.04 -0.70 -3.23
C -0.54 -0.76 -4.49
C -1.82 -0.26 -4.66
C -2.47 0.30 -3.57
C -1.83 0.33 -2.35
N -0.60 -0.17 -2.19
H 0.04 -1.20 -5.29
H -2.29 -0.30 -5.63
H -3.47 0.72 -3.67
H -2.29 0.78 -1.48
Te 2.02 1.66 -0.42
C 1.64 3.01 1.16
C 1.89 4.37 0.97
C 1.69 5.27 2.00
C 1.24 4.84 3.24
C 1.00 3.48 3.44
C 1.20 2.58 2.41
H 2.25 4.72 0.01
H 1.90 6.33 1.84
H 1.08 5.54 4.04
H 0.67 3.13 4.41
H 1.02 1.52 2.57
C -2.53 -1.13 1.29
C -1.48 -2.16 1.44
C -1.61 -3.49 1.98
C -0.40 -4.08 1.84
C 0.47 -3.11 1.22
C 1.87 -3.26 0.81
N -0.22 -1.95 1.01
H -3.23 -1.16 2.12
H -3.09 -1.30 0.37
H -2.07 -0.14 1.23
H -2.50 -3.92 2.41
H -0.12 -5.08 2.14
H 2.33 -4.13 1.29
H 2.44 -2.36 1.04
H 1.93 -3.38 -0.28


[4]
7 unconnected molecules or ions with the total composition C25H51O19 at a distorted geometry. Source: the Open Molecules 2025 dataset; level of theory: wB97M-V/def2-TZVPD.

Output
HOMO energy: -0.0980 hartree
F_max: 0.0296 Eh/bohr
2S+1: 1
LUMO: 2.4 eV
relative energy (zero: lowest compared OMol25 entry of this formula, charge and spin): 0.1647 eV
charge: -1

Cartesian coordinates (Å):
C -9.77 23.29 -6.79
O -8.66 22.64 -6.50
H -9.63 24.39 -7.09
H -10.40 22.87 -7.62
H -10.47 23.36 -5.88
C -13.47 21.66 -5.71
C -14.07 20.65 -4.77
O -14.33 21.33 -3.50
C -14.47 20.56 -2.44
O -14.30 19.37 -2.39
O -14.80 21.34 -1.40
C -14.84 20.65 -0.15
H -12.63 22.27 -5.38
H -14.19 22.34 -6.17
H -13.07 21.11 -6.57
H -13.34 19.90 -4.52
H -15.02 20.28 -5.16
H -15.65 19.92 -0.13
H -15.08 21.40 0.60
H -13.90 20.16 0.07
C -8.89 24.74 -2.74
C -8.01 24.40 -3.93
O -6.66 24.79 -3.55
C -5.67 24.06 -4.01
O -5.73 23.02 -4.58
O -4.53 24.74 -3.75
C -3.36 24.05 -4.10
H -9.94 24.54 -2.94
H -8.76 25.80 -2.50
H -8.61 24.14 -1.87
H -8.34 24.95 -4.81
H -7.98 23.33 -4.07
H -3.37 23.71 -5.14
H -3.18 23.19 -3.45
H -2.52 24.74 -4.01
C -7.01 15.96 -4.04
C -7.83 16.79 -5.02
O -8.83 17.51 -4.32
C -8.72 18.86 -4.32
O -8.03 19.50 -5.05
O -9.56 19.32 -3.40
C -9.52 20.73 -3.13
H -6.52 16.65 -3.35
H -6.30 15.35 -4.59
H -7.63 15.35 -3.38
H -8.29 16.16 -5.78
H -7.16 17.50 -5.51
H -10.24 20.84 -2.31
H -9.87 21.39 -3.93
H -8.51 21.00 -2.82
C -11.29 26.05 -9.46
C -11.66 27.06 -10.51
O -10.43 27.61 -11.02
C -10.49 28.16 -12.22
O -11.46 28.26 -12.92
O -9.26 28.59 -12.54
C -9.17 29.24 -13.78
H -12.11 25.73 -8.80
H -10.53 26.39 -8.75
H -10.87 25.12 -9.86
H -12.22 27.87 -10.04
H -12.24 26.62 -11.31
H -9.62 28.64 -14.58
H -8.12 29.41 -14.03
H -9.66 30.21 -13.75
C -7.68 27.42 -8.04
C -7.26 25.99 -7.80
O -5.92 25.87 -8.35
C -5.37 24.68 -8.46
O -5.69 23.68 -7.88
O -4.36 24.77 -9.36
C -3.76 23.52 -9.66
H -6.91 28.01 -7.52
H -8.63 27.64 -7.56
H -7.70 27.72 -9.08
H -7.91 25.25 -8.26
H -7.16 25.77 -6.74
H -2.87 23.73 -10.26
H -4.41 22.91 -10.29
H -3.49 22.97 -8.76
C -11.36 31.57 -4.21
C -10.76 31.24 -5.57
O -11.22 30.03 -6.14
C -10.85 28.92 -5.49
O -10.03 28.86 -4.62
O -11.51 27.90 -6.02
C -11.29 26.63 -5.42
H -11.00 32.55 -3.90
H -11.08 30.87 -3.42
H -12.45 31.60 -4.20
H -9.67 31.30 -5.52
H -11.09 32.04 -6.23
H -10.22 26.44 -5.25
H -11.58 25.83 -6.09
H -11.77 26.55 -4.44